No. 1
Molecular formula: C21H29FN4O
Method: DFT, ωB97M-V with the def2-TZVPD basis set

As for the electronic energy: -32974.1058 eV. As for the largest force on an atom: 0.8 eV/Å. As for the SMILES: CCCn1cc(CN2CCC[C@@H](CNC(=O)c3ccc(F)cc3)C2)c(C)n1. The orbital gap is 9.613 eV. Its energy relative to the best compared isomer or geometry (same formula, charge and spin) is 0.00 kcal per mole.

Geometry (Å):
1 C -5.7195 -1.3854 0.7661
2 C -5.2849 -1.6088 -0.6762
3 H -4.9558 -2.6423 -0.8070
4 H -6.1264 -1.4357 -1.3492
5 C -4.1441 -0.6656 -1.0727
6 N -2.9449 -0.9373 -0.3291
7 C -2.0813 -1.9566 -0.5026
8 C -1.1184 -1.8474 0.4799
9 C -1.4998 -0.7028 1.2171
10 N -2.6034 -0.1815 0.7108
11 C -0.8324 -0.1072 2.4040
12 H 0.1471 0.2898 2.1410
13 H -0.7003 -0.8575 3.1828
14 H -1.4464 0.7026 2.7872
15 C 0.0673 -2.7204 0.7191
16 N 1.2727 -2.1579 0.1143
17 C 2.4860 -2.7420 0.6640
18 C 3.7308 -1.9977 0.1690
19 C 3.7592 -2.0020 -1.3624
20 C 2.4339 -1.5352 -1.9567
21 C 1.2670 -2.2959 -1.3334
22 H 1.3283 -3.3622 -1.6211
23 H 0.3206 -1.9010 -1.7124
24 H 2.3116 -0.4658 -1.7901
25 H 2.4329 -1.7067 -3.0350
26 H 3.9591 -3.0231 -1.6992
27 H 4.5712 -1.3671 -1.7195
28 C 3.8249 -0.5973 0.7885
29 N 2.6400 0.1969 0.5737
30 C 2.6994 1.5084 0.2762
31 O 3.7450 2.1348 0.2346
32 C 1.3775 2.1691 0.0308
33 C 0.2807 1.5087 -0.5144
34 C -0.9023 2.1879 -0.7401
35 C -0.9784 3.5278 -0.4076
36 C 0.0985 4.2128 0.1258
37 C 1.2777 3.5245 0.3338
38 H 2.1459 4.0255 0.7341
39 H 0.0060 5.2605 0.3645
40 F -2.1355 4.1887 -0.6240
41 H -1.7624 1.6922 -1.1596
42 H 0.3394 0.4655 -0.7828
43 H 1.7757 -0.3374 0.5519
44 H 3.9947 -0.7071 1.8688
45 H 4.6728 -0.0455 0.3718
46 H 4.6093 -2.5478 0.5253
47 H 2.5696 -3.8096 0.3897
48 H 2.4366 -2.6784 1.7548
49 H 0.2396 -2.7895 1.7970
50 H -0.1322 -3.7370 0.3377
51 H -2.2062 -2.6761 -1.2878
52 H -3.9299 -0.7650 -2.1418
53 H -4.4242 0.3671 -0.8538
54 H -6.1029 -0.3761 0.8941
55 H -6.4993 -2.0907 1.0425
56 H -4.8782 -1.5157 1.4423

Atoms 1-2, force components in eV/Å:
0.0 -0.1 -0.2
0.1 0.2 0.1

No. 2
Molecular formula: C5H10N2
Method: DFT, ωB97M-V with the def2-TZVPD basis set

As for the electronic energy: -8325.7514 eV. As for the largest force on an atom: 0.4 eV/Å. As for the SMILES: CC/N=C/[C@H]1CN1. The orbital gap is 10.399 eV. Its energy relative to the best compared isomer or geometry (same formula, charge and spin) is 36.48 kcal per mole.

Geometry (Å):
1 C -2.5206 -0.0468 -0.2360
2 C -1.4336 0.3882 -1.2185
3 N -0.2176 0.4714 -0.4305
4 C 0.5371 -0.5441 -0.4001
5 C 1.5829 -0.6628 0.6531
6 C 2.6318 0.3777 0.8189
7 N 1.5180 0.3003 1.7452
8 H -3.5256 0.0056 -0.6627
9 H -2.4697 0.5892 0.6534
10 H -2.3291 -1.0754 0.0899
11 H -1.3540 -0.3322 -2.0484
12 H -1.6638 1.3708 -1.6442
13 H 0.3874 -1.4088 -1.0657
14 H 1.8001 -1.6890 0.9433
15 H 3.5945 0.0934 1.2386
16 H 2.6556 1.1779 0.0825
17 H 0.8066 0.9849 1.4811

Atoms 1-2, force components in eV/Å:
-0.1 0.0 0.0
-0.1 0.0 -0.1

No. 3
Molecular formula: C7H13F7N2O10P2S2
Method: DFT, ωB97M-V with the def2-TZVPD basis set

As for the electronic energy: -90190.5463 eV. As for the largest force on an atom: 3.1 eV/Å. The orbital gap is 5.322 eV. Its energy relative to the best compared isomer or geometry (same formula, charge and spin) is 37.02 kcal per mole.

Geometry (Å):
1 C -3.6869 -1.1366 0.2637
2 C -2.9951 -1.6954 -1.0240
3 C -1.6502 -2.2667 -0.5463
4 F -1.8784 -3.2417 0.3720
5 N -0.7557 -2.7743 -1.6591
6 O -1.3692 -2.4691 -2.8913
7 C -0.6028 -4.2771 -1.6582
8 C -0.0951 -4.7924 -3.0259
9 O 1.0351 -4.9630 -3.2672
10 O -1.0583 -5.0888 -3.9561
11 P 0.8570 -1.8802 -1.7101
12 P 1.6007 -1.6974 0.3343
13 O 1.2081 -0.3644 0.7434
14 O 0.8979 -2.7288 1.3757
15 O 3.1863 -1.8259 0.4182
16 H -4.2912 -1.8874 0.7769
17 H -2.9203 -0.8176 0.9870
18 H -4.2481 -0.2300 0.0264
19 H -2.8414 -0.8204 -1.6604
20 H -3.6203 -2.4503 -1.5074
21 H -1.1800 -1.4445 0.0153
22 H -0.6968 -2.1106 -3.5026
23 H 0.1045 -4.6037 -0.8907
24 H -1.5656 -4.7758 -1.5032
25 H -1.0112 -6.0521 -4.0742
26 H 1.8106 -2.6961 -2.3920
27 H 0.1009 -2.2968 1.7231
28 H 3.4413 -1.6386 1.3420
29 C 2.9507 2.8290 1.2761
30 F 3.5442 1.6986 1.7030
31 F 3.9188 3.6101 0.7700
32 F 2.1500 2.4953 0.2502
33 S 2.0153 3.6594 2.6165
34 O 3.0039 3.9656 3.6105
35 O 1.0224 2.6943 3.0058
36 N 1.4983 4.8747 1.7444
37 S 0.5873 5.9322 2.5016
38 O 1.2526 6.7578 3.4676
39 O -0.7256 5.4796 2.8702
40 C 0.3072 7.0357 1.0631
41 F -0.2938 6.3882 0.0462
42 F 1.4605 7.5273 0.5794
43 F -0.4676 8.0777 1.3859

Atoms 1-2, force components in eV/Å:
0.6 -0.1 0.0
-0.1 0.4 1.0